(1)
The molecule C5H3N. Source: OMol25; level of theory: ωB97M-V/def2-TZVPD.

Frontier orbital gap = 9.761 eV
E_LUMO = -0.836 eV
HOMO level = -10.598 eV
Energy relative to the best compared isomer or geometry (same formula, charge and spin) = 393.2 kJ/mol

```
9
Properties=species:S:1:pos:R:3:lowdin_charge:R:1
C -0.4916 -2.1585 0.0422 0.183
C 0.1082 -1.0483 -0.0489 -0.335
C -2.2991 0.9610 0.3165 0.059
C 1.0264 0.0691 0.4661 0.001
C 0.0370 0.3951 -0.5680 -0.248
N -1.2282 0.8287 -0.1167 -0.037
H 0.5750 0.5040 1.2942 0.098
H 2.0814 0.0603 0.2671 0.120
H 0.1908 0.3886 -1.6524 0.159
```

(2)
The molecule C5H3N. Source: OMol25; level of theory: ωB97M-V/def2-TZVPD.

Frontier orbital gap (alpha / beta) = 8.795 / 8.796 eV
E_LUMO (alpha / beta) = -0.842 / -0.842 eV
HOMO level (alpha / beta) = -9.637 / -9.637 eV
Energy relative to the best compared isomer or geometry (same formula, charge and spin) = 344.7 kJ/mol

```
9
Properties=species:S:1:pos:R:3:lowdin_charge:R:1
C -0.4263 -0.5719 0.9023 -0.183
C 2.3397 0.9829 -0.7389 0.043
C 1.1160 0.8038 -0.9533 -0.251
C -0.1904 0.5309 -1.1564 -0.120
C 0.1558 -0.8848 1.9023 0.169
N -0.9311 -0.1562 -0.2656 0.027
H -0.7282 0.8276 -2.0530 0.127
H -1.9015 -0.3619 -0.4604 0.159
H 0.5661 -1.1705 2.8231 0.028
```

(3)
The ion C5H3N2O3 with charge -1. Source: OMol25; level of theory: ωB97M-V/def2-TZVPD.

Frontier orbital gap (alpha / beta) = 8.244 / 8.246 eV
Total charge = -1
E_LUMO (alpha / beta) = 3.552 / 3.552 eV
HOMO level (alpha / beta) = -4.691 / -4.694 eV
SMILES string = O=C([O-])c1cccn[n+]1[O-]
Energy relative to the best compared isomer or geometry (same formula, charge and spin) = 235.5 kJ/mol

```
13
Properties=species:S:1:pos:R:3:lowdin_charge:R:1
O 2.4220 -1.7207 -0.9664 -0.044
C 1.9913 -1.1252 0.0214 -0.731
O 2.2402 -1.1837 1.1866 0.022
C 0.6777 -0.1767 -0.1871 -0.086
C -0.4641 -0.7059 -0.6228 -0.050
C -1.7054 -0.0976 -0.3305 -0.074
C -1.6103 1.1531 0.3458 -0.155
N -0.4469 1.7342 0.6210 0.101
N 0.6778 0.9980 0.5063 -0.248
O 1.6803 1.5127 1.0140 -0.020
H -0.4568 -1.6510 -1.1350 0.114
H -2.4949 -0.5155 -0.9310 0.076
H -2.5109 1.7783 0.4776 0.094
```

(4)
The molecule C5H3N3. Source: OMol25; level of theory: ωB97M-V/def2-TZVPD.

Frontier orbital gap = 8.024 eV
E_LUMO = -1.829 eV
HOMO level = -9.853 eV
SMILES string = C1=NC2=CC=NC2=N1
Energy relative to the best compared isomer or geometry (same formula, charge and spin) = 177.2 kJ/mol

```
11
Properties=species:S:1:pos:R:3:lowdin_charge:R:1
C -2.0365 -0.6654 0.1093 -0.120
N -1.2397 -0.8740 1.0809 0.117
C -0.0637 -0.2838 0.6044 -0.221
C 1.2197 0.1296 0.7984 0.065
C 1.6535 0.7225 -0.4716 -0.143
N 0.8206 0.7529 -1.4194 0.144
C -0.3071 0.1377 -0.7622 -0.353
N -1.5376 0.0781 -1.1162 0.198
H -3.0166 -1.1139 0.1448 0.109
H 1.8326 0.1321 1.6553 0.094
H 2.6747 0.9843 -0.6237 0.109
```

(5)
The molecule C5H3NO. Source: OMol25; level of theory: ωB97M-V/def2-TZVPD.

Frontier orbital gap = 10.051 eV
E_LUMO = 0.365 eV
HOMO level = -9.686 eV
SMILES string = N#Cc1ccoc1
Energy relative to the best compared isomer or geometry (same formula, charge and spin) = 92.6 kJ/mol

```
10
Properties=species:S:1:pos:R:3:lowdin_charge:R:1
N 2.9989 -1.0760 0.0441 0.157
C 2.0256 -0.4492 -0.0149 -0.157
C 0.7047 0.1229 -0.0681 -0.218
C -0.3888 -0.7502 -0.3618 -0.050
C -1.5531 -0.1518 -0.0531 -0.139
O -1.3595 1.1265 0.2786 -0.008
C 0.1223 1.3201 0.2133 0.052
H -0.2777 -1.6878 -0.8573 0.114
H -2.5143 -0.6512 0.0339 0.133
H 0.2289 2.2019 0.7858 0.116
```

(6)
A cluster of 2 separate species, C5H3NO in total. Source: OMol25; level of theory: ωB97M-V/def2-TZVPD.

Frontier orbital gap = 11.104 eV
E_LUMO = 0.582 eV
HOMO level = -10.522 eV
Energy relative to the best compared isomer or geometry (same formula, charge and spin) = 178.9 kJ/mol

```
10
Properties=species:S:1:pos:R:3:lowdin_charge:R:1
C 1.0732 0.7306 0.3006 -0.113
C 0.2156 -0.0757 -0.2056 -0.139
C 2.4655 0.3457 0.5246 -0.205
C -2.6727 0.1726 0.7253 -0.018
C -0.5002 -1.0454 -0.7243 0.008
N 3.5911 0.0602 0.4581 0.137
O -3.1797 0.8037 -0.0409 0.060
H 0.7894 1.7120 0.6496 0.106
H -0.7304 -1.0161 -1.7560 0.062
H -1.0519 -1.6876 0.0686 0.101
```

(7)
The molecule C5H3NO. Source: OMol25; level of theory: ωB97M-V/def2-TZVPD.

Frontier orbital gap = 8.620 eV
E_LUMO = 0.354 eV
HOMO level = -8.266 eV
Energy relative to the best compared isomer or geometry (same formula, charge and spin) = 432.2 kJ/mol

```
10
Properties=species:S:1:pos:R:3:lowdin_charge:R:1
N 3.0205 -1.1198 0.3813 0.119
C 1.9775 -0.7706 0.0047 -0.243
C 0.7348 -0.3680 -0.5235 -0.172
C 0.0675 0.8894 -0.2638 -0.140
O -0.9623 1.1537 -1.1512 0.042
C -1.5025 0.2134 -0.2603 -0.081
C -0.5159 -0.7164 0.0908 -0.005
H 0.2413 1.6153 0.5302 0.176
H -2.4449 0.4202 0.2282 0.145
H -0.6487 -1.3116 0.9919 0.159
```

(8)
The molecule C5H3NO. Source: OMol25; level of theory: ωB97M-V/def2-TZVPD.

Frontier orbital gap = 9.023 eV
E_LUMO = 0.068 eV
HOMO level = -8.954 eV
SMILES string = N#C/C=C/C=C=O
Energy relative to the best compared isomer or geometry (same formula, charge and spin) = 119.9 kJ/mol

```
10
Properties=species:S:1:pos:R:3:lowdin_charge:R:1
N -3.5443 -0.4604 -0.1999 0.142
C -2.4435 -0.2103 0.1000 -0.241
C -1.1316 0.2096 0.1927 -0.135
C 0.0195 -0.4796 0.0283 -0.053
C 1.1697 0.3919 -0.0950 -0.088
C 2.3498 -0.1175 -0.1071 -0.166
O 3.4395 -0.4541 0.0453 0.223
H -0.9695 1.2723 0.1885 0.104
H 0.1411 -1.5388 -0.0076 0.121
H 0.9695 1.3870 -0.1453 0.093
```

(9)
A structure of composition C5H3O6Tm. Source: OMol25; level of theory: ωB97M-V/def2-TZVPD.

Frontier orbital gap (alpha / beta) = 7.107 / 7.107 eV
Total charge = +2
E_LUMO (alpha / beta) = -11.150 / -11.146 eV
Spin multiplicity = 3
HOMO level (alpha / beta) = -18.257 / -18.252 eV
⟨S²⟩ = 2.0024
Energy relative to the best compared isomer or geometry (same formula, charge and spin) = 187.3 kJ/mol

```
15
Properties=species:S:1:pos:R:3:lowdin_charge:R:1
O 4.2076 2.3283 -3.5638 0.035
C 3.1961 2.1335 -3.0672 -0.009
Tm 0.4066 -0.3421 0.2932 1.368
C -1.6961 -0.7305 1.2553 -0.046
O -2.7927 -0.8104 1.6250 0.239
C -2.0520 2.4080 -0.2332 0.088
O -2.6989 2.4754 -1.2336 0.330
C -1.3571 -0.8534 -1.2203 -0.059
O -2.3001 -1.1214 -1.8372 0.225
C -1.0839 1.7765 0.5116 -0.285
O -0.5569 2.1608 1.5786 0.101
H 1.3321 -1.3376 -0.8625 -0.114
O 1.3859 -1.6817 1.9767 -0.110
H 2.2746 -2.0895 1.9677 0.126
H 0.8680 -2.1916 2.6226 0.111
```

(10)
The molecule C5H3P. Source: OMol25; level of theory: ωB97M-V/def2-TZVPD.

Frontier orbital gap (alpha / beta) = 7.521 / 7.597 eV
E_LUMO (alpha / beta) = -1.033 / -1.085 eV
HOMO level (alpha / beta) = -8.554 / -8.682 eV
Energy relative to the best compared isomer or geometry (same formula, charge and spin) = 314.5 kJ/mol

```
9
Properties=species:S:1:pos:R:3:lowdin_charge:R:1
C 1.3548 1.4626 0.1659 0.166
C -1.4202 1.2016 -0.2060 -0.339
C 1.0445 -1.1140 -0.4043 -0.027
C 1.1041 0.2167 0.0994 -0.436
C 0.0888 -0.9062 0.5354 -0.359
P -1.8226 -0.3151 0.0162 0.841
H 1.2224 -1.5554 -1.3576 0.106
H 0.0417 -1.2135 1.5652 0.092
H -1.6135 2.2233 -0.4142 -0.043
```

(11)
The ion C5H3S3 with charge -1. Source: OMol25; level of theory: ωB97M-V/def2-TZVPD.

Frontier orbital gap = 7.173 eV
Total charge = -1
E_LUMO = 3.179 eV
HOMO level = -3.994 eV
SMILES string = Cc1c([S-])c(=S)c1=S

```
11
Properties=species:S:1:pos:R:3:lowdin_charge:R:1
C 0.2699 1.5956 -0.4992 -0.051
C 0.0794 0.1790 -0.1229 -0.341
C -0.6970 -0.8511 -0.6902 -0.806
S -1.6546 -1.0780 -1.9921 0.516
C -0.2694 -1.7418 0.5938 -0.810
S -0.7286 -3.1404 1.2441 0.626
C 0.5264 -0.5779 0.9943 -0.861
S 1.5111 -0.2411 2.2749 0.507
H 1.0782 1.6942 -1.2280 0.082
H 0.5283 2.1873 0.3781 0.066
H -0.6437 1.9741 -0.9527 0.071
```